(1)
Formula: C17H28BrNO2
Source: the Open Molecules 2025 dataset
Level of theory: ωB97M-V/def2-TZVPD

As for the multiplicity: 1. The largest force on an atom is 17.63 eV Å⁻¹. The charge is 0. The value obtained for the HOMO energy is -8.49 eV.

Cartesian coordinates (Å):
Br1 -8.41 0.12 -0.23
O1 0.09 -2.14 -0.59
O2 -2.59 -1.98 0.37
N1 1.45 -0.14 0.34
C1 -1.61 -0.70 0.72
C2 2.91 0.17 0.31
C3 -6.24 -1.90 -0.02
C4 0.84 2.16 -0.72
C5 4.86 -1.10 -0.71
C6 5.27 -2.38 -1.69
C7 -3.84 -1.21 0.33
C8 -6.45 -0.68 -0.06
C9 0.84 4.49 0.18
C10 -4.87 -2.27 -0.07
C11 0.97 1.36 0.64
C12 -5.55 0.38 0.19
C13 0.11 3.40 -0.58
C14 0.85 -1.02 1.48
C15 -0.27 -1.70 0.65
C16 3.36 -1.18 -0.49
C17 -4.10 0.16 0.25
H1 -0.15 3.68 -1.60
H2 0.34 5.33 0.12
H3 1.70 -1.84 1.66
H4 3.29 -0.12 1.44
H5 -1.08 3.33 -0.10
H6 5.26 -0.26 -1.22
H7 -0.39 -2.60 1.35
H8 5.31 -1.15 0.38
H9 -1.81 -0.26 1.54
H10 -5.82 1.48 0.04
H11 -1.48 -0.01 -0.37
H12 4.91 -3.37 -1.18
H13 2.89 -0.95 -1.54
H14 0.66 -1.47 -0.90
H15 -0.19 1.41 1.43
H16 6.37 -2.52 -1.64
H17 1.67 1.92 1.44
H18 4.94 -2.18 -2.55
H19 -4.64 -3.24 0.22
H20 1.59 2.08 -1.17
H21 -6.94 -2.49 -0.26
H22 0.00 1.35 -1.28
H23 0.48 -0.61 2.54
H24 -3.49 0.86 0.61
H25 3.08 1.07 -0.01
H26 1.13 4.09 1.17
H27 2.95 -2.07 0.09
H28 1.77 4.71 -0.53

(2)
Formula: C17H28N3O3S
Source: the Open Molecules 2025 dataset
Level of theory: ωB97M-V/def2-TZVPD

As for the multiplicity: 1. The largest force on an atom is 1.17 eV Å⁻¹. The charge is +1. The value obtained for the HOMO energy is -12.63 eV. Its structure (SMILES) is CN(C)S(=O)(=O)c1cccc(NC(=O)C[NH2+]CC2CCCCC2)c1.

Cartesian coordinates (Å):
S1 1.27 1.53 -0.45
O1 0.35 1.20 0.60
O2 0.83 1.25 -1.79
O3 0.71 -4.59 -0.98
N1 1.71 3.10 -0.34
N2 2.46 -3.27 -0.41
N3 -1.11 -2.80 -0.47
C1 -2.58 -0.24 -1.12
C2 -2.44 -0.84 0.28
C3 1.85 3.68 0.97
C4 4.42 -0.55 1.18
C5 2.63 0.38 -0.10
C6 0.14 -2.69 0.30
C7 2.97 -2.00 -0.07
C8 -2.34 -2.37 0.23
C9 -3.90 1.67 -0.18
C10 2.32 -0.88 -0.57
C11 -3.65 -0.45 1.13
C12 3.67 0.56 0.78
C13 -2.70 1.28 -1.03
C14 -3.76 1.07 1.22
C15 2.56 3.60 -1.39
C16 4.05 -1.83 0.79
C17 1.16 -3.60 -0.44
H1 -1.13 -3.80 -0.78
H2 1.55 -0.96 -1.33
H3 2.31 3.06 -2.30
H4 3.92 1.53 1.17
H5 -4.82 1.32 -0.64
H6 -3.96 2.76 -0.11
H7 0.44 -1.66 0.43
H8 -2.80 1.69 -2.04
H9 2.89 3.70 1.30
H10 -3.56 -0.87 2.13
H11 -3.46 -0.65 -1.62
H12 -1.79 1.68 -0.60
H13 3.11 -3.98 -0.75
H14 -1.55 -0.42 0.75
H15 -3.20 -2.77 -0.31
H16 -2.86 1.47 1.70
H17 3.62 3.46 -1.17
H18 -4.56 -0.85 0.68
H19 1.25 3.10 1.66
H20 5.26 -0.42 1.83
H21 1.47 4.71 0.94
H22 -4.62 1.34 1.83
H23 -2.34 -2.79 1.24
H24 -1.70 -0.46 -1.74
H25 2.36 4.66 -1.54
H26 4.59 -2.69 1.16
H27 -0.01 -3.14 1.28
H28 -1.05 -2.22 -1.32

(3)
Formula: C17H28N4O4S4Ti
Source: the Open Molecules 2025 dataset
Level of theory: ωB97M-V/def2-TZVPD

As for the multiplicity: 1. The largest force on an atom is 1.59 eV Å⁻¹. The charge is +2. The value obtained for the HOMO energy is -14.31 eV.

Cartesian coordinates (Å):
Ti1 0.07 -0.84 0.22
S1 0.14 -0.54 -2.42
S2 -1.23 2.65 -1.45
S3 -1.13 -3.02 -0.42
S4 -2.66 -0.07 -0.31
O1 2.42 0.51 2.99
O2 1.63 1.90 -0.42
O3 -1.01 -1.29 1.79
O4 1.42 -2.02 -0.50
N1 4.09 -0.83 2.19
N2 1.95 -0.92 1.27
N3 -0.48 -0.10 1.82
N4 0.74 1.32 0.44
C1 -0.45 1.03 2.39
C2 -2.89 -2.85 -0.09
C3 2.77 -0.35 2.20
C4 -1.12 1.40 3.67
C5 3.71 -2.21 0.28
C6 -0.90 -3.14 -2.21
C7 -1.01 -1.84 -2.98
C8 5.00 -0.28 3.21
C9 -3.58 -1.61 -0.62
C10 2.40 -1.75 0.32
C11 0.44 1.90 1.55
C12 -0.52 0.79 -3.50
C13 -0.40 2.23 -3.00
C14 0.91 3.23 2.01
C15 -3.40 0.86 -1.69
C16 4.51 -1.71 1.26
C17 -2.97 2.32 -1.79
H1 5.31 0.73 2.94
H2 -1.75 2.28 3.53
H3 0.14 3.71 2.61
H4 -1.55 0.54 -3.72
H5 4.49 -0.24 4.17
H6 -3.18 0.32 -2.61
H7 -4.47 0.80 -1.52
H8 1.15 3.90 1.19
H9 5.55 -2.01 1.34
H10 0.05 0.69 -4.42
H11 -0.36 1.63 4.41
H12 1.79 3.09 2.64
H13 -2.93 -2.89 1.00
H14 -3.38 -3.74 -0.47
H15 -4.56 -1.52 -0.15
H16 1.95 2.72 -0.03
H17 -3.51 2.93 -1.06
H18 -3.22 2.71 -2.78
H19 -3.73 -1.68 -1.70
H20 -0.79 2.88 -3.78
H21 -1.62 -3.86 -2.59
H22 5.88 -0.92 3.28
H23 0.64 2.50 -2.83
H24 -1.73 0.57 4.03
H25 -0.79 -2.02 -4.03
H26 -2.01 -1.43 -2.91
H27 0.09 -3.58 -2.31
H28 4.06 -2.91 -0.46

| no. | gap between HOMO and LUMO (hartree) |
| --- | --- |
| 1 | 0.330 |
| 2 | 0.375 |
| 3 | 0.272 |